# C2H2FI3

A structure of composition C2H2FI3 (the ωB97M-V functional and the def2-TZVPD basis, the OMol25 dataset).

Geometry as XYZ:
```
8
Properties=species:S:1:pos:R:3:forces:R:3:nbo_charge:R:1
C 0.176 0.818 -0.894 1.4999 -4.4883 0.1623 0.04
C -0.956 0.667 0.069 -0.5363 -0.0013 0.1157 -0.59
F -0.195 1.020 -2.155 -0.2070 0.3266 -0.3022 -0.36
I 1.666 2.208 -0.303 -0.0770 -0.2170 -0.0442 0.18
I -2.162 2.454 0.228 0.1780 -0.2676 -0.0169 0.15
I -2.166 -1.043 -0.483 0.1679 0.4005 0.1391 0.17
H 0.709 -0.737 -0.898 -0.9512 4.1747 0.1232 0.17
H -0.570 0.453 1.064 -0.0743 0.0724 -0.1769 0.24
```
Positions in Å, forces in eV/Å.

Results
Relative energy (zero: lowest compared OMol25 entry of this formula, charge and spin), kJ/mol: 140.93
E_LUMO, eV: -0.409
Net charge: 0
2S+1: 1
Highest occupied orbital energy, eV: -9.5

# C19H39FN2O3PS

A cluster of 3 separate species, C19H39FN2O3PS in total (the ωB97M-V functional and the def2-TZVPD basis, the OMol25 dataset).

Geometry as XYZ:
```
66
Properties=species:S:1:pos:R:3:forces:R:3:nbo_charge:R:1
O -0.626 -3.213 -2.692 0.1842 -0.0194 -0.0984 -0.78
C -1.192 -2.630 -1.749 -0.3135 -0.0736 0.1232 0.49
O -2.317 -2.821 -1.229 0.1382 0.0218 -0.0999 -0.79
P -0.205 -1.264 -0.854 -0.3987 -0.1838 -0.0842 0.93
C -0.022 -2.310 0.692 0.2926 -0.0793 -0.0908 -0.75
C 1.416 -2.662 1.034 -0.0201 -0.0078 0.0392 0.05
F 1.918 -1.840 2.056 0.0359 0.0736 0.0457 -0.39
C 0.780 0.177 -0.015 0.1911 0.1435 0.0237 -0.77
C 0.707 1.441 -0.831 0.0953 -0.2742 0.0046 -0.50
S 1.429 2.943 -0.059 -0.0961 0.2198 0.0347 0.22
C 1.121 2.654 1.631 -0.1165 0.1641 -0.1090 0.28
N 0.185 3.108 2.402 0.1612 -0.0621 -0.3030 -0.30
N 0.430 2.599 3.669 0.4717 -0.3577 0.0027 -0.30
C 1.498 1.880 3.554 -0.3180 0.2944 -0.1751 0.29
O 2.006 1.876 2.308 -0.1203 -0.0561 0.3794 -0.41
H -1.356 -0.405 -0.886 0.0327 0.0532 0.1717 -0.05
H 0.772 -1.268 -1.925 0.2316 0.0219 0.0422 -0.10
H -0.582 -3.227 0.550 -0.1696 -0.0506 -0.1723 0.26
H -0.456 -1.811 1.555 -0.0741 0.1735 0.0471 0.24
H 2.099 -2.566 0.193 0.0507 0.0516 -0.0996 0.17
H 1.477 -3.683 1.406 0.0323 -0.0932 0.0806 0.16
H 1.831 -0.079 0.125 0.0856 -0.1730 0.0559 0.21
H 0.352 0.311 0.977 -0.1895 0.1182 0.1124 0.19
H 1.324 1.325 -1.720 -0.0267 0.0102 -0.2098 0.22
H -0.308 1.662 -1.150 -0.1527 0.1350 0.0912 0.22
H 2.005 1.302 4.301 0.0188 -0.0549 0.1506 0.20
C -2.560 4.583 4.112 -0.0588 -0.0035 0.0120 -0.61
C -3.311 4.178 2.849 0.0532 -0.0156 0.0284 -0.40
C -3.185 5.195 1.717 -0.0124 0.0031 -0.0408 -0.40
C -3.753 6.580 2.027 0.0271 -0.0040 0.0192 -0.40
C -5.228 6.597 2.425 -0.0235 0.0414 -0.0749 -0.40
C -6.159 6.078 1.333 -0.0178 0.0019 0.0995 -0.61
H -2.949 5.510 4.540 -0.0116 0.0006 -0.0124 0.19
H -2.642 3.808 4.875 0.0329 0.0008 0.0115 0.21
H -1.500 4.720 3.896 0.0101 0.0013 0.0050 0.22
H -4.366 4.002 3.086 -0.0110 0.0086 -0.0274 0.18
H -2.914 3.224 2.497 0.0077 -0.0047 0.0023 0.22
H -3.668 4.792 0.822 -0.0035 0.0125 -0.0029 0.20
H -2.126 5.301 1.462 0.0134 -0.0307 0.0125 0.21
H -3.618 7.217 1.147 -0.0148 0.0090 -0.0004 0.19
H -3.167 7.044 2.826 0.0082 -0.0094 0.0008 0.20
H -5.511 7.624 2.673 -0.0070 -0.0043 0.0239 0.19
H -5.376 6.013 3.338 0.0231 -0.0062 0.0092 0.19
H -6.052 6.668 0.420 0.0162 -0.0208 -0.0221 0.20
H -7.202 6.135 1.649 -0.0074 0.0019 -0.0245 0.20
H -5.948 5.037 1.086 0.0087 -0.0001 -0.0158 0.21
C 4.425 -3.400 -1.716 -0.0116 0.0220 -0.1273 -0.61
C 3.249 -3.571 -2.676 -0.0046 0.0608 0.1466 -0.41
C 2.425 -4.830 -2.421 0.0125 -0.0588 -0.1116 -0.40
C 3.192 -6.143 -2.586 0.0324 0.0470 0.0621 -0.40
C 3.827 -6.344 -3.961 -0.0612 -0.0770 -0.0221 -0.39
C 2.809 -6.380 -5.097 0.1083 0.0355 -0.0240 -0.61
H 5.147 -4.214 -1.809 0.0034 -0.0124 0.0221 0.19
H 4.957 -2.467 -1.912 0.0058 0.0056 0.0307 0.20
H 4.080 -3.375 -0.679 0.0232 -0.0340 0.0160 0.20
H 3.618 -3.555 -3.706 -0.0249 -0.0241 -0.0168 0.19
H 2.579 -2.712 -2.583 -0.0219 -0.0107 -0.0376 0.22
H 1.552 -4.817 -3.076 -0.0430 0.0490 0.0691 0.24
H 2.021 -4.787 -1.405 -0.0287 0.0162 0.0062 0.20
H 2.503 -6.972 -2.391 -0.0009 -0.0140 -0.0143 0.20
H 3.973 -6.216 -1.822 0.0036 0.0000 -0.0024 0.19
H 4.386 -7.285 -3.954 0.0235 0.0095 -0.0064 0.19
H 4.562 -5.557 -4.154 0.0034 0.0121 0.0207 0.19
H 2.084 -7.182 -4.943 -0.0340 0.0175 0.0110 0.20
H 3.302 -6.553 -6.056 -0.0183 -0.0136 -0.0069 0.20
H 2.259 -5.442 -5.174 -0.0262 -0.0075 0.0188 0.21
```
Positions in Å, forces in eV/Å.

Results
E_LUMO, eV: 2.541
Net charge: -1
2S+1: 1
Highest occupied orbital energy, eV: -3.6

# C23H24N4O4S

The molecule C23H24N4O4S (the ωB97M-V functional and the def2-TZVPD basis, the OMol25 dataset).

Geometry as XYZ:
```
56
Properties=species:S:1:pos:R:3:forces:R:3:nbo_charge:R:1
C -0.238 -4.990 7.254 -0.1927 -0.0256 0.1532 -0.25
H 0.194 -5.607 8.039 -0.0777 0.0478 -0.0358 0.20
O 0.796 -4.789 6.320 0.2236 0.1064 -0.3036 -0.48
C 0.542 -4.042 5.220 0.1463 0.0040 -0.0913 0.26
C -0.673 -3.443 4.920 0.1589 -0.1961 0.2398 -0.29
C -0.830 -2.697 3.765 0.2793 0.1265 -0.3761 -0.16
C 0.238 -2.542 2.893 0.1271 -0.3596 0.5150 -0.14
C 1.471 -3.139 3.180 -0.0132 -0.0346 0.0713 -0.28
C 1.634 -3.884 4.330 -0.0731 -0.0956 0.2005 0.33
O 2.784 -4.503 4.705 -0.3571 0.0321 0.1506 -0.49
C 3.910 -4.383 3.871 0.1713 0.0239 -0.1420 -0.25
H 4.701 -4.946 4.364 -0.0239 0.0528 -0.0750 0.20
H 3.725 -4.812 2.880 -0.0017 0.0291 0.0317 0.18
H 4.223 -3.339 3.763 -0.0232 -0.0341 -0.0062 0.18
H 2.285 -3.002 2.486 0.1188 -0.0375 -0.0093 0.23
C 0.072 -1.766 1.691 -0.7054 0.5545 -0.4880 0.46
N -1.002 -1.143 1.299 0.0963 -0.8178 1.3439 -0.29
N -0.717 -0.553 0.128 0.6308 0.5232 -1.3531 -0.28
C 0.513 -0.834 -0.156 -0.6921 0.0413 0.0650 0.44
O 1.084 -1.604 0.799 0.0327 -0.0979 0.1561 -0.41
C 1.291 -0.398 -1.329 0.1693 0.4752 0.0065 -0.60
H 2.286 -0.838 -1.313 -0.0384 0.0156 -0.1035 0.25
H 0.759 -0.603 -2.261 0.1374 -0.1479 0.1002 0.31
S 1.477 1.419 -1.309 0.4221 -0.0895 0.2122 0.26
C 0.251 1.861 -2.501 0.0069 -0.9430 -0.1972 0.34
N -0.243 0.920 -3.219 0.1766 -0.0769 0.2490 -0.56
C -1.169 1.242 -4.172 -0.2731 0.5811 -0.2489 0.26
C -1.753 0.228 -4.938 -0.0804 0.0751 -0.0658 -0.24
C -2.669 0.551 -5.912 0.0818 -0.1044 0.0771 -0.17
C -3.022 1.880 -6.148 -0.0473 0.1915 -0.0283 -0.24
C -2.458 2.887 -5.400 0.0122 0.0287 0.0233 -0.13
C -1.528 2.580 -4.405 -0.0895 -0.4560 -0.1272 -0.23
C -0.931 3.637 -3.599 0.0602 0.0410 -0.0820 0.67
O -1.144 4.823 -3.734 -0.1126 0.0841 -0.0226 -0.60
N -0.046 3.179 -2.607 -0.1784 0.1424 -0.2556 -0.44
C 0.511 4.160 -1.694 0.0954 0.2770 0.5191 -0.23
H 0.386 5.133 -2.178 0.1307 -0.1556 0.0745 0.25
H 1.577 3.954 -1.564 -0.0456 0.1161 -0.0707 0.21
C -0.199 4.171 -0.332 -0.0639 0.1645 -0.0557 -0.23
C 0.458 5.228 0.552 -0.0543 -0.2830 -0.1361 -0.60
H -0.004 5.233 1.536 -0.0164 0.0427 0.1110 0.21
H 1.519 5.024 0.671 0.1588 0.0448 0.0640 0.21
H 0.340 6.215 0.111 0.0035 0.1687 -0.0312 0.20
C -1.690 4.450 -0.497 0.1914 -0.1114 0.0072 -0.61
H -2.165 4.530 0.478 -0.0787 -0.0145 0.0890 0.21
H -1.847 5.379 -1.041 -0.0573 0.1152 -0.0550 0.21
H -2.178 3.646 -1.043 -0.1212 -0.0364 -0.0460 0.21
H -0.075 3.191 0.139 -0.0029 0.0707 -0.0410 0.21
H -2.713 3.924 -5.558 -0.0326 0.0770 -0.0276 0.23
H -3.742 2.114 -6.918 -0.0551 0.0332 -0.0544 0.22
H -3.120 -0.233 -6.503 -0.0301 -0.0699 -0.0403 0.22
H -1.471 -0.795 -4.744 0.0458 -0.0997 0.0313 0.22
H -1.772 -2.231 3.529 -0.1253 0.0393 0.0037 0.24
H -1.513 -3.554 5.587 -0.0511 -0.0390 0.0951 0.22
H -1.088 -5.515 6.806 0.0299 0.0331 0.0092 0.18
H -0.580 -4.043 7.684 0.0073 -0.0328 -0.0300 0.18
```
Positions in Å, forces in eV/Å.

Results
Relative energy (zero: lowest compared OMol25 entry of this formula, charge and spin), kJ/mol: 267.07
E_LUMO, eV: 0.439
Net charge: 0
2S+1: 1
SMILES: COc1ccc(-c2nnc(CSc3nc4ccccc4c(=O)n3CC(C)C)o2)cc1OC
Highest occupied orbital energy, eV: -8.0

# C20H22FNO6

The molecule C20H22FNO6 (the ωB97M-V functional and the def2-TZVPD basis, the OMol25 dataset).

Geometry as XYZ:
```
50
Properties=species:S:1:pos:R:3:forces:R:3:nbo_charge:R:1
C -5.215 -1.011 -2.742 -0.2914 -0.5217 -0.2684 -0.61
C -3.951 -1.743 -3.198 -0.0154 0.5513 -0.3904 -0.43
C -2.611 -1.070 -2.964 0.0909 -0.4173 0.0317 -0.04
C -1.524 -1.502 -3.612 -0.1832 0.0812 0.3140 -0.23
C -0.186 -0.892 -3.414 -0.0404 -0.0193 -0.1796 0.52
O 0.604 -0.832 -4.328 0.0912 -0.0351 0.0390 -0.51
C 0.070 -0.321 -2.057 0.0261 -0.1385 -0.0083 -0.04
C -1.046 0.169 -1.393 0.1518 -0.0706 0.0007 -0.15
C -0.902 0.774 -0.158 -0.0464 0.2296 0.1075 -0.12
C 0.342 0.895 0.438 0.3051 -0.3787 -0.0802 -0.04
C 0.476 1.596 1.770 -0.3351 0.3937 0.0706 -0.48
C -0.599 1.235 2.795 0.1222 -0.5398 -0.1247 -0.07
O -0.852 2.323 3.691 0.0717 0.0787 -0.0993 -0.50
C 0.115 2.558 4.594 0.1937 -0.0883 0.3720 0.80
C -0.112 3.816 5.376 -0.1835 -0.0025 0.3551 -0.72
O 1.061 1.830 4.766 -0.0335 -0.0075 -0.2477 -0.61
C 1.472 0.372 -0.222 0.3221 -0.1108 -0.2403 0.11
C 2.841 0.514 0.418 -0.4416 0.4091 0.4232 -0.46
C 3.128 -0.479 1.572 0.0613 -0.1436 -0.3466 -0.44
C 2.323 -1.754 1.549 0.2410 -0.1704 0.6345 0.05
F 2.724 -2.561 0.487 -0.1672 0.1288 -0.1463 -0.38
C 1.338 -0.252 -1.472 -0.3217 0.1729 0.1328 -0.05
C 2.505 -0.865 -2.199 0.2821 0.0829 -0.2742 -0.12
O 2.172 -2.227 -2.520 -0.0131 -0.1693 0.2453 -0.42
N 3.339 -3.029 -2.450 0.0358 0.3505 0.4352 0.38
O 3.075 -4.118 -2.147 -0.1198 -0.2270 -0.3953 -0.24
C -2.410 0.058 -2.002 0.0832 0.1283 0.1592 0.53
O -3.269 0.855 -1.701 -0.1299 -0.1227 0.0232 -0.51
H -6.050 -1.384 -3.339 -0.0193 -0.0600 0.0502 0.21
H -5.465 -1.235 -1.707 0.1320 0.3046 0.1265 0.21
H -5.163 0.057 -2.910 0.0682 0.0637 0.1644 0.23
H -3.908 -2.752 -2.785 -0.0081 0.0242 0.1456 0.22
H -4.024 -1.878 -4.280 0.0397 -0.0830 -0.0120 0.22
H -1.588 -2.314 -4.327 0.0623 0.1246 -0.1869 0.23
H -1.779 1.172 0.334 -0.0803 0.0185 -0.1171 0.22
H 1.440 1.439 2.238 0.0381 -0.0458 -0.0683 0.23
H 0.397 2.674 1.593 -0.0204 0.0120 -0.0346 0.23
H -1.550 0.985 2.337 -0.1054 0.2888 0.0112 0.20
H -0.286 0.352 3.355 0.0274 0.0684 0.1484 0.20
H 0.388 3.726 6.336 0.1088 -0.0455 -0.0420 0.24
H 0.319 4.669 4.854 -0.0753 -0.0075 -0.1256 0.24
H -1.170 3.993 5.559 -0.0304 0.0677 -0.2065 0.24
H 2.865 1.519 0.842 0.2319 0.0335 -0.0749 0.22
H 3.631 0.504 -0.323 0.0030 -0.1428 -0.0450 0.22
H 4.179 -0.771 1.533 0.0412 0.0576 0.0911 0.23
H 2.968 -0.011 2.545 -0.0598 0.0478 -0.0017 0.22
H 2.521 -2.313 2.467 0.0193 -0.0630 -0.0499 0.17
H 1.245 -1.592 1.500 -0.0062 0.0216 -0.2990 0.17
H 3.404 -0.883 -1.594 -0.0493 0.0005 0.0980 0.20
H 2.719 -0.295 -3.104 -0.0732 -0.1299 -0.1146 0.22
```
Positions in Å, forces in eV/Å.

Results
Relative energy (zero: lowest compared OMol25 entry of this formula, charge and spin), kJ/mol: 259.86
E_LUMO, eV: -0.828
Net charge: 0
2S+1: 1
SMILES: CCC1=CC(=O)c2c(cc(CCOC(C)=O)c(CCCF)c2CON=O)C1=O
Highest occupied orbital energy, eV: -9.5

The lowest E_LUMO belongs to which entry? C20H22FNO6

2S+1 of number 3 (C23H24N4O4S)? 1